7
Properties=species:S:1:pos:R:3:mulliken_charge:R:1 method="wB97M-V/def2-TZVPD" total_energy_ha=-464.746655 spin_multiplicity=1 largest_force_ev_per_a=3.2 de_lowest_ev=0.8980 homo_energy_ev=-7.679
O 0.45 0.78 -0.09 -0.787
O -1.17 -0.68 -0.07 -0.170
O 0.99 -1.39 -0.22 -0.741
C -1.75 0.54 -0.17 -0.211
C 0.24 -0.45 0.03 0.807
H -1.54 1.07 0.79 0.100
Na 2.77 0.12 -0.26 1.002


54
Properties=species:S:1:pos:R:3:mulliken_charge:R:1 method="wB97M-V/def2-TZVPD" total_energy_ha=-1335.631946 spin_multiplicity=1 largest_force_ev_per_a=3.1 de_lowest_ev=4.0753 homo_energy_ev=-9.275
O -0.87 2.41 0.11 -0.515
C -1.32 1.33 -0.19 -1.310
C -0.42 0.13 -0.33 1.973
C -1.25 -1.16 0.02 -0.985
O -2.20 -1.51 -0.96 -0.660
N 0.75 0.08 0.57 0.358
C 2.03 0.44 -0.01 -1.008
N 2.88 -0.57 -0.64 -0.478
H -2.34 1.20 -0.58 0.840
H 0.03 0.14 -1.33 -0.265
H -0.62 -1.97 0.36 0.323
H -1.81 -0.90 0.91 0.445
H -3.05 -1.08 -0.73 0.342
H 0.47 0.61 1.42 0.161
H 1.82 1.14 -0.89 0.257
H 2.67 0.98 0.66 0.408
H 2.38 -1.26 -1.18 0.169
H 3.41 -1.10 0.05 0.283
H -4.52 0.02 1.15 0.264
H -3.27 0.69 1.80 0.330
O -3.63 0.33 0.93 -0.600
H 0.60 -1.20 -3.42 0.381
H 1.21 -0.90 -4.76 0.298
O 1.46 -1.21 -3.88 -0.662
H -2.21 1.80 -2.13 0.295
H -2.64 2.37 -3.43 0.255
O -1.88 1.89 -3.06 -0.608
H 0.01 2.47 -3.65 0.329
H 0.65 1.12 -3.29 0.312
O 0.73 2.07 -3.15 -0.609
H 2.13 -3.51 -1.94 0.308
H 0.66 -3.90 -1.42 0.312
O 1.61 -3.94 -1.25 -0.627
H 0.91 -1.94 1.52 0.065
H 1.66 -3.10 0.97 0.429
O 1.12 -2.87 1.73 -0.750
H 2.36 3.96 0.45 0.312
H 0.85 4.35 0.42 0.337
O 1.73 4.63 0.72 -0.639
H -1.33 -1.06 -2.57 0.391
H -1.43 0.27 -3.33 0.440
O -1.11 -0.67 -3.42 -0.842
H 0.99 1.26 3.40 0.294
H 0.55 -0.21 3.63 0.267
O 0.26 0.65 3.30 -0.717
H -1.47 0.49 3.13 0.365
H -2.34 1.63 3.73 0.277
O -2.35 0.92 3.08 -0.623
H -0.54 -2.78 2.54 0.406
H -1.73 -3.32 3.26 0.275
O -1.42 -2.50 2.85 -0.591
H 3.21 0.37 2.63 0.319
H 3.54 1.86 2.98 0.307
O 3.03 1.09 3.25 -0.637


70
Properties=species:S:1:pos:R:3:mulliken_charge:R:1 method="wB97M-V/def2-TZVPD" total_energy_ha=-7133.519359 total_charge=-1 spin_multiplicity=1 largest_force_ev_per_a=0.8 de_lowest_ev=0.0000 homo_energy_ev=-5.929
Sc 1.49 0.34 -0.73 0.633
O 1.03 -2.07 1.68 -0.586
C -0.38 -2.18 1.57 -0.817
C -1.08 -0.88 1.20 -0.704
N -0.92 -0.40 -0.19 1.392
C -1.19 -1.46 -1.14 0.805
C 0.07 -2.30 -1.39 0.145
O -0.03 -3.47 -1.70 -0.734
O 1.18 -1.63 -1.26 -0.529
C -1.69 0.86 -0.29 0.584
C -0.85 1.96 0.40 0.129
O -1.42 2.85 1.01 -0.747
O 0.42 1.85 0.20 -0.423
H 1.41 -2.16 0.80 0.443
H -0.75 -2.46 2.56 0.464
H -0.66 -2.98 0.89 0.301
H -0.72 -0.09 1.87 0.363
H -2.15 -1.02 1.40 0.283
H -1.43 -1.02 -2.11 -1.040
H -2.02 -2.12 -0.86 0.113
H -2.63 0.78 0.27 -0.035
H -1.07 1.33 -2.32 -0.139
O 6.84 1.34 1.19 -0.533
C 5.53 0.97 1.12 1.212
C 4.77 0.74 2.28 -0.625
C 3.46 0.36 2.13 -0.611
N 2.89 0.22 0.94 -0.221
C 3.58 0.52 -0.19 -0.300
Br 1.58 1.32 -3.16 -0.614
C 4.93 0.86 -0.11 -0.517
H 7.10 1.39 2.12 0.279
H 5.21 0.84 3.27 0.281
H 2.85 0.13 3.00 0.384
H 5.49 1.08 -1.01 0.454
C -1.98 1.37 -1.71 -1.279
Ge -3.51 0.58 -2.67 1.792
C -2.96 -0.39 -4.28 0.202
C -3.94 -1.03 -5.04 -0.250
C -3.59 -1.72 -6.19 -0.665
C -2.26 -1.78 -6.60 -0.435
C -1.29 -1.14 -5.85 -0.798
C -1.63 -0.44 -4.69 0.069
C -4.55 -0.62 -1.52 0.281
C -5.24 -0.09 -0.43 -0.258
C -5.94 -0.91 0.44 -0.780
C -5.97 -2.28 0.23 -0.481
C -5.29 -2.82 -0.85 -0.601
C -4.59 -2.00 -1.72 -0.602
C -4.74 2.02 -3.20 -0.064
C -4.26 3.27 -3.58 -0.444
C -5.13 4.27 -4.00 -0.806
C -6.50 4.03 -4.04 -0.397
C -6.99 2.78 -3.66 -0.708
C -6.11 1.79 -3.24 -0.168
H -2.23 2.42 -1.60 0.825
H -4.98 -1.00 -4.74 0.392
H -4.36 -2.22 -6.78 0.387
H -1.99 -2.32 -7.49 0.368
H -0.25 -1.17 -6.15 0.462
H -0.85 0.05 -4.13 0.028
H -5.23 0.98 -0.25 0.457
H -6.47 -0.48 1.29 0.385
H -6.51 -2.93 0.91 0.386
H -5.30 -3.89 -1.02 0.403
H -4.05 -2.43 -2.55 0.376
H -3.20 3.48 -3.56 0.376
H -4.75 5.24 -4.29 0.390
H -7.18 4.80 -4.36 0.365
H -8.05 2.59 -3.68 0.386
H -6.51 0.83 -2.94 0.316


57
Properties=species:S:1:pos:R:3:mulliken_charge:R:1 method="wB97M-V/def2-TZVPD" total_energy_ha=-2170.112560 spin_multiplicity=1 largest_force_ev_per_a=1.2 de_lowest_ev=0.0000 smiles="CN(C)S(=O)(=O)c1ccc(N2CCCC2)c(C(=O)Nc2nc3c(ccc4ccccc43)s2)c1" homo_energy_ev=-8.134
C 3.10 -1.85 -2.49 -0.817
N 2.47 -1.18 -3.60 0.055
C 2.55 0.26 -3.59 -0.808
S 0.97 -1.79 -4.03 1.271
O 0.59 -1.13 -5.24 -0.711
O 1.07 -3.22 -4.02 -0.740
C -0.12 -1.27 -2.71 -0.127
C -0.26 -2.07 -1.59 -1.069
C -1.04 -1.65 -0.53 -0.774
C -1.69 -0.40 -0.55 0.847
N -2.48 0.03 0.47 0.455
C -2.63 -0.64 1.75 -0.904
C -4.07 -1.15 1.73 -0.608
C -4.81 -0.02 1.02 -0.594
C -3.72 0.76 0.26 -0.619
C -1.48 0.42 -1.69 1.474
C -1.98 1.81 -1.80 -0.761
O -2.64 2.24 -2.71 -0.650
N -1.59 2.68 -0.79 0.090
C -0.71 2.48 0.23 0.361
N 0.07 1.48 0.37 0.141
C 0.80 1.55 1.52 -0.821
C 0.57 2.70 2.29 0.680
C 1.26 2.92 3.49 -0.688
C 2.17 1.99 3.91 -0.824
C 2.43 0.81 3.16 0.819
C 3.36 -0.15 3.59 -0.847
C 3.58 -1.29 2.86 -0.684
C 2.88 -1.52 1.67 -0.581
C 1.97 -0.60 1.22 0.095
C 1.73 0.58 1.95 0.549
S -0.63 3.69 1.53 -0.347
C -0.73 -0.04 -2.76 -1.173
H 2.74 -1.47 -1.52 0.185
H 4.18 -1.70 -2.54 0.386
H 2.88 -2.91 -2.58 0.318
H 2.01 0.61 -4.46 0.326
H 2.12 0.69 -2.67 0.198
H 3.60 0.56 -3.66 0.344
H 0.22 -3.04 -1.57 0.544
H -1.16 -2.31 0.31 0.371
H -1.88 -1.41 1.91 0.509
H -2.51 0.12 2.53 0.308
H -4.45 -1.35 2.73 0.421
H -4.12 -2.07 1.15 0.252
H -5.31 0.63 1.74 0.311
H -5.57 -0.40 0.34 0.284
H -3.94 0.84 -0.81 0.381
H -3.63 1.78 0.67 0.240
H -1.98 3.62 -0.87 0.279
H 1.07 3.82 4.06 0.425
H 2.72 2.15 4.83 0.389
H 3.89 0.02 4.52 0.395
H 4.29 -2.02 3.20 0.391
H 3.06 -2.42 1.11 0.471
H 1.41 -0.75 0.31 0.010
H -0.61 0.58 -3.64 0.571


17
Properties=species:S:1:pos:R:3:mulliken_charge:R:1 method="wB97M-V/def2-TZVPD" total_energy_ha=-401.094362 spin_multiplicity=1 largest_force_ev_per_a=4.3 de_lowest_ev=2.2422 homo_energy_ev=-9.177
C -0.07 0.44 -2.26 -1.113
C -0.81 0.82 -1.02 -0.146
C -1.29 -0.09 -0.14 -0.267
O -0.67 -1.29 0.03 -0.422
C -0.29 -1.21 1.41 -0.531
C 0.55 0.24 1.62 0.584
N 1.68 0.25 0.85 -0.335
O 0.45 0.82 2.68 -0.603
H 0.39 -0.54 -2.14 0.305
H -0.74 0.38 -3.12 0.323
H 0.72 1.16 -2.47 0.308
H -1.30 1.78 -1.02 0.345
H -2.04 0.20 0.59 0.464
H 0.37 -2.05 1.61 0.325
H -1.16 -1.24 2.08 0.329
H 1.67 -0.27 -0.01 0.200
H 2.52 0.59 1.30 0.233


47
Properties=species:S:1:pos:R:3:mulliken_spin:R:1 method="wB97M-V/def2-TZVPD" total_energy_ha=-3002.798432 total_charge=+2 spin_multiplicity=2 largest_force_ev_per_a=5.0 de_lowest_ev=1.1543 s_squared=0.76 homo_energy_ev="-15.311 / -15.310"
Ir 0.51 0.98 0.41 0.001
O -1.70 3.55 4.96 0.042
C -2.61 2.79 4.42 0.062
O -3.75 2.69 4.84 0.884
C -2.22 1.98 3.24 -0.020
C -3.09 1.11 2.53 -0.034
Cl -4.70 0.84 2.80 0.041
N -2.40 0.56 1.51 0.008
N -1.11 1.04 1.56 -0.006
C -1.02 1.88 2.59 0.018
C 0.29 2.52 2.77 0.000
O 0.53 3.26 3.68 0.000
O 1.13 2.15 1.82 0.000
C -2.88 -0.31 0.46 -0.001
C -3.70 -1.38 0.78 0.003
C -4.12 -2.23 -0.24 0.000
C -3.73 -1.99 -1.55 0.000
C -2.90 -0.92 -1.85 0.001
C -2.49 -0.06 -0.84 0.002
H -0.81 3.52 4.51 -0.001
H -4.01 -1.58 1.80 0.001
H -4.73 -3.08 -0.01 0.000
H -4.09 -2.63 -2.35 0.000
H -2.60 -0.71 -2.87 0.000
H -1.99 0.86 -1.09 0.000
C 4.62 -0.47 -0.12 0.000
N 3.63 -1.29 -0.80 0.000
C 3.97 -2.03 -2.03 0.000
C 2.65 -2.73 -2.41 0.000
N 1.77 -2.33 -1.30 0.000
C 2.38 -1.49 -0.48 0.000
S 1.63 -0.88 1.01 0.000
H 5.05 0.23 -0.84 0.000
H 5.42 -1.09 0.28 0.000
H 4.16 0.09 0.69 0.000
H 4.79 -2.72 -1.84 0.000
H 4.30 -1.33 -2.80 0.000
H 2.73 -3.82 -2.45 0.000
H 2.25 -2.38 -3.35 0.000
H 0.78 -2.53 -1.26 0.000
F 0.33 0.16 -1.63 0.000
P 1.17 1.48 -2.44 0.000
F 2.10 0.39 -3.09 0.000
F 0.20 2.46 -1.54 0.000
F 0.12 1.43 -3.58 0.000
F 2.01 2.68 -2.94 0.000
F 2.12 1.34 -1.00 0.000